1.
Below is an isolated molecule of C11H21N3O4, with properties calculated with the ωB97M-V functional and the def2-TZVPD basis.

As for the largest force on an atom: 0.1062 hartree/bohr. Its SMILES is CC[C@H](C)[C@H](N)C(=O)N[C@@H](CCC(N)=O)C(=O)O. As for the gap between HOMO and LUMO: 9.70 eV. The calculation puts the LUMO energy at 0.0087 hartree. The value obtained for the energy above the lowest of the compared OMol25 structures with the same formula, charge and spin is 3.9858 eV. The HOMO energy comes out at -9.47 eV.

Bonds (Å) are listed after each position.
CARTESIAN COORDINATES (ANGSTROEM)
1 C 1.9948 1.7406 -3.7950  C2 1.680, H19 1.077, H20 1.068, H21 1.103
2 C 1.1151 1.3766 -2.4109  C1 1.680, C3 1.598, H22 1.192, H23 1.136
3 C -0.1978 0.5038 -2.6697  C2 1.598, C4 1.539, C5 1.498, H24 1.140
4 C -1.3511 1.0773 -3.5124  C3 1.539, H25 1.146, H26 1.121, H27 1.158
5 C -0.7023 0.0769 -1.3252  C3 1.498, N6 1.497, C7 1.563, H28 1.109
6 N -2.0598 -0.5516 -1.2611  C5 1.497, H29 1.049, H30 1.075
7 C -0.8255 1.2095 -0.2552  C5 1.563, O8 1.171, N9 1.375
8 O -1.4454 2.1781 -0.4785  C7 1.171
9 N -0.3792 1.1805 1.0451  C7 1.375, C10 1.495, H31 1.061
10 C 0.2233 0.0624 1.8338  N9 1.495, C11 1.538, C16 1.512, H32 1.036
11 C -0.8190 -1.0658 1.9082  C10 1.538, C12 1.595, H33 1.154, H34 1.076
12 C -0.2588 -2.0972 2.9886  C11 1.595, C13 1.616, H35 1.041, H36 1.101
13 C -0.5176 -1.7004 4.5338  C12 1.616, N14 1.397, O15 1.278
14 N 0.7437 -1.3673 5.0343  C13 1.397, H37 1.020, H38 1.033
15 O -1.6851 -1.8209 5.0406  C13 1.278
16 C 1.4576 -0.4870 1.1555  C10 1.512, O17 1.190, O18 1.373
17 O 1.8759 -0.4964 0.0419  C16 1.190
18 O 2.2450 -0.8959 2.2029  C16 1.373, H39 1.064
19 H 2.8602 2.2562 -3.4149  C1 1.077
20 H 1.3657 2.3112 -4.4429  C1 1.068
21 H 2.3230 0.8694 -4.3872  C1 1.103
22 H 1.8284 0.6788 -1.7592  C2 1.192
23 H 0.6934 2.2580 -1.8311  C2 1.136
24 H 0.1545 -0.3824 -3.2937  C3 1.140
25 H -2.1600 0.2714 -3.6143  C4 1.146
26 H -1.1513 1.3348 -4.5847  C4 1.121
27 H -2.0918 1.8782 -3.1253  C4 1.158
28 H -0.0598 -0.7200 -0.8989  C5 1.109
29 H -2.7960 0.0203 -1.7430  N6 1.049
30 H -2.0526 -1.4223 -1.8910  N6 1.075
31 H -0.7747 2.0374 1.5290  N9 1.061
32 H 0.4596 0.4488 2.7652  C10 1.036
33 H -1.0385 -1.5025 0.8626  C11 1.154
34 H -1.7386 -0.6013 2.2172  C11 1.076
35 H 0.7067 -2.3812 2.7208  C12 1.041
36 H -0.9614 -2.9399 2.9001  C12 1.101
37 H 1.4479 -1.0975 4.3472  N14 1.020
38 H 0.5922 -0.7402 5.8410  N14 1.033
39 H 2.9793 -1.5008 1.7266  O18 1.064



2.
Below is a cluster of 2 separate species, CH6N2S2 in total, with properties calculated with the ωB97M-V functional and the def2-TZVPD basis.

As for the largest force on an atom: 0.0962 hartree/bohr. Its SMILES is [H]/N=C/N.SS. As for the gap between HOMO and LUMO: 9.27 eV. The calculation puts the LUMO energy at -0.0033 hartree. The value obtained for the energy above the lowest of the compared OMol25 structures with the same formula, charge and spin is 1.1683 eV. The HOMO energy comes out at -9.36 eV.

Bonds (Å) are listed after each position.
CARTESIAN COORDINATES (ANGSTROEM)
1 H -2.0348 2.7697 1.1911  N2 1.036
2 N -1.0405 2.5967 0.9552  H1 1.036, C3 1.260
3 C -0.7453 1.9026 -0.0540  N2 1.260, N4 1.397, H5 1.137
4 N 0.5369 1.4948 -0.4304  C3 1.397, H6 1.051, H7 1.018
5 H -1.6384 1.2395 -0.2895  C3 1.137
6 H 0.8447 0.5086 -0.6234  N4 1.051
7 H 1.1652 1.9015 0.2603  N4 1.018
8 S 1.0115 -2.0525 0.2220  S9 2.122, H10 1.349
9 S -0.3071 -3.3153 -0.8597  S8 2.122, H11 1.408
10 H 1.4432 -3.0176 1.0592  S8 1.349
11 H 0.7647 -4.0281 -1.4308  S9 1.408



3.
Below is a cluster of 2 separate species, C9H14S in total, with properties calculated with the ωB97M-V functional and the def2-TZVPD basis.

As for the largest force on an atom: 0.0440 hartree/bohr. Its SMILES is Cc1ccccc1.CSC. As for the gap between HOMO and LUMO: 9.31 eV. The calculation puts the LUMO energy at 0.0367 hartree. The value obtained for the energy above the lowest of the compared OMol25 structures with the same formula, charge and spin is 0.7196 eV. The HOMO energy comes out at -8.31 eV.

Bonds (Å) are listed after each position.
CARTESIAN COORDINATES (ANGSTROEM)
1 C 1.3979 -0.2062 -2.2847  C2 1.502, H8 1.104, H9 1.079, H10 1.091
2 C 0.9477 -1.0783 -1.1477  C1 1.502, C3 1.391, C7 1.388
3 C 1.6231 -0.9592 0.0630  C2 1.391, C4 1.420, H11 1.088
4 C 1.1342 -1.6015 1.2311  C3 1.420, C5 1.367, H12 1.091
5 C -0.0247 -2.3252 1.1750  C4 1.367, C6 1.406, H13 1.099
6 C -0.6614 -2.5663 -0.0553  C5 1.406, C7 1.401, H14 1.064
7 C -0.1497 -1.9266 -1.1917  C2 1.388, C6 1.401, H15 1.080
8 H 1.4679 -0.8659 -3.1667  C1 1.104
9 H 2.3527 0.2430 -2.0578  C1 1.079
10 H 0.7515 0.6338 -2.5452  C1 1.091
11 H 2.5905 -0.4603 0.0600  C3 1.088
12 H 1.6387 -1.3320 2.1601  C4 1.091
13 H -0.4138 -2.7467 2.1126  C5 1.099
14 H -1.4962 -3.2120 -0.1927  C6 1.064
15 H -0.7348 -2.0168 -2.0953  C7 1.080
16 C -0.8276 1.1896 0.0906  S17 1.806, H19 1.098, H20 1.084, H21 1.071
17 S -0.6351 2.9853 0.0908  C16 1.806, C18 1.818
18 C -1.4773 3.4818 1.6234  S17 1.818, H22 1.087, H23 1.094, H24 1.079
19 H -1.6681 0.7533 0.6461  C16 1.098
20 H -1.0078 0.7370 -0.8777  C16 1.084
21 H -0.0165 0.6144 0.4891  C16 1.071
22 H -1.4000 2.7196 2.3948  C18 1.087
23 H -2.5489 3.6610 1.4992  C18 1.094
24 H -0.8424 4.2780 1.9790  C18 1.079



4.
Below is the ion C3H7N2OS with charge +1, with properties calculated with the ωB97M-V functional and the def2-TZVPD basis.

As for the largest force on an atom: 0.0537 hartree/bohr. Its SMILES is C/C=N/[C@]1([NH3+])OS1. As for the gap between HOMO and LUMO: 9.36 eV. The calculation puts the LUMO energy at -0.1719 hartree. The charge is +1. The value obtained for the energy above the lowest of the compared OMol25 structures with the same formula, charge and spin is 3.4744 eV. The HOMO energy comes out at -14.03 eV.

Bonds (Å) are listed after each position.
CARTESIAN COORDINATES (ANGSTROEM)
1 C -2.2404 -1.1517 0.1830  C2 1.472, H8 1.037, H9 1.076, H10 1.133
2 C -0.7870 -0.9163 0.1651  C1 1.472, N3 1.281, H11 1.086
3 N -0.3692 0.2905 0.0709  C2 1.281, C4 1.480
4 C 1.1061 0.3292 -0.0351  N3 1.480, N5 1.569, O6 1.333, S7 1.751
5 N 1.5613 1.8137 -0.2626  C4 1.569, H12 1.090, H13 1.034, H14 1.009
6 O 1.6966 -0.5464 -0.8488  C4 1.333, S7 1.734
7 S 2.2531 -0.7081 0.7858  C4 1.751, O6 1.734
8 H -2.7241 -0.2462 0.3287  C1 1.037
9 H -2.6111 -1.6144 -0.7148  C1 1.076
10 H -2.6267 -1.8334 1.0016  C1 1.133
11 H -0.3687 -1.9060 0.3239  C2 1.086
12 H 0.7899 2.5357 -0.5299  N5 1.090
13 H 2.2589 1.8311 -1.0257  N5 1.034
14 H 2.0613 2.1222 0.5579  N5 1.009